Below is C3H12ClO3Ti as an isolated structure, with properties calculated with the ωB97M-V functional and the def2-TZVPD basis.

2S+1: 4
⟨S²⟩: 3.752

Geometry as XYZ:
```
20
Properties=species:S:1:pos:R:3:lowdin_spin:R:1
Ti -1.0015 0.3381 1.4288 2.567
Cl -2.3739 1.0366 3.5883 0.048
C -0.2103 1.5548 -1.6899 0.015
O -0.9259 1.8046 -0.4740 0.083
H 0.4722 2.3765 -1.9174 0.002
H 0.2635 0.5883 -1.6066 0.003
H -0.9212 1.5617 -2.5275 0.002
H -1.2545 2.7057 -0.4459 0.009
C 2.1093 0.0158 1.3039 0.024
O 1.0054 0.2138 2.1767 0.087
H 2.9760 -0.4379 1.7894 0.003
H 1.7739 -0.6552 0.5119 0.005
H 2.4742 0.9315 0.8299 0.003
H 1.3279 0.3490 3.0733 0.006
C -1.0819 -1.9759 -1.3370 0.021
O -0.7284 -1.6459 0.0294 0.098
H -1.3270 -1.1014 -1.9257 0.005
H -0.2767 -2.5514 -1.7988 0.003
H -1.9600 -2.6295 -1.3334 0.003
H -0.3411 -2.4791 0.3245 0.014
```

***

Below is C3H12F6MnN3O9S2 as an isolated structure, with properties calculated with the ωB97M-V functional and the def2-TZVPD basis.

2S+1: 6
Charge: +1
⟨S²⟩: 8.752

Geometry as XYZ:
```
36
Properties=species:S:1:pos:R:3:lowdin_spin:R:1
Mn -14.0894 18.7317 2.7554 4.681
C -11.5902 21.7339 3.2752 0.002
F -11.0837 20.4843 3.3805 0.001
F -11.8805 22.2051 4.4186 0.000
F -10.6830 22.5630 2.6117 0.000
S -13.2021 21.8063 2.1856 0.009
O -13.5884 23.2102 1.9677 0.010
O -12.7507 21.0424 1.0244 0.008
N -14.3143 20.7061 2.9949 0.043
S -15.5671 21.6564 3.3533 0.012
O -16.0292 22.5213 2.2366 0.006
O -16.6087 20.7928 3.9052 0.000
C -15.0372 22.6670 4.9034 0.003
F -14.2355 21.9880 5.7177 0.001
F -14.2920 23.6340 4.4088 0.000
F -16.0773 23.2317 5.4397 0.001
O -12.1374 18.2825 1.9192 0.039
H -11.6837 18.9822 1.4494 0.002
H -11.7062 17.4791 1.6280 0.003
O -15.0493 18.6906 0.7845 0.038
H -15.5174 19.3852 0.3213 0.002
H -15.5862 17.9094 0.6516 0.002
O -14.0691 16.4850 2.2304 0.029
H -13.5276 15.7245 2.4417 0.002
H -14.8102 16.1242 1.7438 0.001
O -16.0938 18.3555 3.6051 0.042
H -16.7614 17.6710 3.6490 0.003
H -16.5335 19.1409 3.9307 0.002
C -12.2453 17.8642 5.1818 0.010
O -13.1090 18.2173 4.4887 0.041
N -11.5865 18.5081 6.0965 0.003
N -11.9589 16.5957 5.3139 0.003
H -10.9576 17.8984 6.5992 0.000
H -11.7964 19.4470 6.4039 0.000
H -11.0457 16.3172 5.6435 0.000
H -12.6489 15.8702 5.1808 0.000
```

***

Below is C3H12FO5V2 as an isolated structure, with properties calculated with the ωB97M-V functional and the def2-TZVPD basis.

2S+1: 3
Charge: +3
⟨S²⟩: 2.134

Geometry as XYZ:
```
23
Properties=species:S:1:pos:R:3:lowdin_spin:R:1
O -0.2411 -1.9637 2.1880 -0.382
V 1.3165 -1.7951 2.3201 1.345
O 2.2585 2.6385 1.6417 -0.304
V 2.5260 1.5441 0.5704 1.266
F 1.3654 0.0219 1.2664 0.038
C 0.9819 -2.8980 -0.5824 0.001
O 1.7827 -2.8886 0.6560 0.022
H 1.6021 -2.8583 -1.4753 0.001
H 0.3401 -3.7767 -0.6050 0.000
H 0.3187 -2.0335 -0.6178 0.000
H 2.5958 -3.3966 0.4872 0.000
C 0.1871 1.6076 -1.5433 0.003
O 1.2068 2.3929 -0.8279 0.013
H 0.0120 0.6563 -1.0479 0.000
H -0.7685 2.1291 -1.5320 0.001
H 0.4634 1.4607 -2.5864 0.000
H 1.2058 3.3144 -1.1394 0.000
C -3.2177 0.9984 0.3484 0.000
O -1.8996 0.4012 0.4924 -0.003
H -3.7266 1.0280 1.3095 0.000
H -3.1362 2.0231 -0.0230 0.000
H -3.7826 0.4169 -0.3701 0.000
H -1.3906 0.9775 1.0703 0.000
```

***

Below is C3H12InN6O3 as an isolated structure, with properties calculated with the ωB97M-V functional and the def2-TZVPD basis.

2S+1: 1
Charge: +3

Geometry as XYZ:
```
25
Properties=species:S:1:pos:R:3:lowdin_charge:R:1
In -0.4252 -1.4221 -0.2961 1.583
C 1.0240 -1.9999 -3.8401 -0.564
O 0.8265 -1.8647 -2.6055 -0.092
N 0.2936 -2.7753 -4.6680 0.227
N 2.0771 -1.3696 -4.4136 0.269
H 0.5788 -3.0124 -5.6069 0.146
H -0.4073 -3.3732 -4.2550 0.137
H 2.2335 -1.4613 -5.4089 0.155
H 2.5733 -0.6778 -3.8702 0.147
C -1.7376 2.0270 0.7263 -0.552
O -0.9466 1.0172 0.8027 -0.094
N -2.1567 2.4991 -0.4555 0.229
N -2.0386 2.7097 1.8405 0.253
H -1.7307 2.2007 -1.3159 0.133
H -2.6413 3.3846 -0.4940 0.147
H -2.6735 3.4936 1.8380 0.157
H -1.6547 2.2927 2.6716 0.129
C 0.8583 -0.4072 3.2495 -0.550
O 0.9927 -0.8862 2.0946 0.001
N 1.9702 0.0680 3.8874 0.278
N -0.3022 -0.3733 3.9228 0.254
H 1.9872 0.8703 4.5063 0.158
H 2.7871 -0.0930 3.3005 0.153
H -0.3916 0.0134 4.8530 0.155
H -1.0963 -0.8604 3.5367 0.139
```

***

Below is a 2-piece molecular cluster, C3H12N overall, with properties calculated with the ωB97M-V functional and the def2-TZVPD basis.

2S+1: 1
Charge: +1

Geometry as XYZ:
```
16
Properties=species:S:1:pos:R:3:lowdin_charge:R:1
N -0.8076 0.1975 2.2005 0.313
H -1.4960 -0.2454 1.5748 0.160
H -0.8548 -0.2679 3.1391 0.182
H 0.1417 0.1317 1.7548 0.131
H -1.2357 1.0986 2.3395 0.149
C 1.0188 1.0132 -0.4996 -0.119
C 0.6227 -0.4606 -0.6781 -0.359
C -0.4781 -0.7642 -1.7329 -0.136
H 1.6005 1.3240 -1.3533 0.085
H 1.6056 1.0964 0.3604 0.047
H 0.1889 1.6724 -0.5190 0.060
H 0.3393 -0.9377 0.2631 0.040
H 1.5596 -1.1470 -0.9412 0.153
H -0.9386 -1.7385 -1.4376 0.060
H -1.4458 -0.0484 -1.7534 0.113
H 0.1794 -0.9241 -2.7170 0.121
```

***

Below is a 2-piece molecular cluster, C3H12N2 overall, with properties calculated with the ωB97M-V functional and the def2-TZVPD basis.

Structure (SMILES): CNC.CN
2S+1: 1

Geometry as XYZ:
```
17
Properties=species:S:1:pos:R:3:lowdin_charge:R:1
C -0.1136 -1.9710 1.0312 -0.172
N -1.1936 -1.3477 0.3151 -0.171
C -1.3937 0.0344 0.6728 -0.177
H 0.8860 -1.8625 0.5282 0.075
H 0.1713 -1.6680 2.0211 0.060
H -0.4305 -3.0227 1.1324 0.081
H -2.0464 -1.8759 0.2345 0.095
H -1.8566 0.3632 1.5785 0.054
H -1.9304 0.5193 -0.1513 0.072
H -0.4351 0.5387 0.9431 0.073
C 0.8712 1.9358 -1.4971 -0.196
N 1.6875 1.1607 -0.5537 -0.069
H 1.0043 1.7492 -2.5931 0.077
H 1.1131 2.9219 -1.1454 0.055
H -0.2088 1.9648 -1.2769 0.054
H 1.4321 0.1843 -0.6405 0.035
H 2.6799 1.3149 -0.5369 0.053
```

***

Below is a 3-piece molecular cluster, C3H12N2O overall, with properties calculated with the ωB97M-V functional and the def2-TZVPD basis.

Structure (SMILES): C=C.NCO.N
2S+1: 1

Geometry as XYZ:
```
18
Properties=species:S:1:pos:R:3:lowdin_charge:R:1
C 3.6670 -0.4342 -1.2655 -0.079
C 3.2507 0.3678 -0.2639 -0.065
H 3.0039 -0.5152 -2.1069 0.031
H 4.5848 -1.0129 -1.3592 0.041
H 2.1897 0.6335 -0.3780 0.018
H 3.9255 1.0584 0.2211 0.051
N -1.8209 1.6517 0.2049 0.000
C -0.5633 0.9246 0.1233 -0.315
O 0.4904 1.5283 0.9339 -0.108
H -1.9570 2.1460 1.0809 0.061
H -1.9307 2.3310 -0.5709 0.083
H -0.6582 -0.0718 0.5882 0.115
H -0.2788 0.9990 -0.9171 0.108
H -0.0184 1.9333 1.6377 0.059
N -3.8873 -3.6113 0.1503 -0.012
H -4.0253 -4.4547 -0.3767 -0.013
H -3.2861 -3.6550 0.9584 -0.008
H -3.6316 -2.8399 -0.5298 0.032
```

***

Below is a 2-piece molecular cluster, C3H12N2O overall, with properties calculated with the ωB97M-V functional and the def2-TZVPD basis.

Structure (SMILES): CCNCN.O
2S+1: 1

Geometry as XYZ:
```
18
Properties=species:S:1:pos:R:3:lowdin_charge:R:1
C 1.5065 1.7024 -2.0097 -0.082
C 1.1267 1.7277 -0.5034 -0.272
N 0.0598 0.8272 -0.1243 -0.110
C -0.1590 0.3619 1.1886 -0.301
N -0.6501 -1.0866 1.1372 -0.008
H 0.9581 0.8641 -2.4484 0.064
H 1.1794 2.5924 -2.5443 0.062
H 2.5774 1.5804 -2.1141 0.062
H 0.8595 2.7679 -0.2912 0.100
H 1.9721 1.3312 0.0743 0.107
H -0.5848 0.4742 -0.8083 0.110
H 0.7426 0.2824 1.8073 0.110
H -0.9359 0.8914 1.7280 0.096
H -0.3004 -1.4878 1.9909 0.046
H -0.1613 -1.5854 0.4151 0.049
O -2.5128 -3.9822 0.6260 -0.077
H -3.0656 -4.2421 1.3593 0.020
H -2.6122 -3.0192 0.5169 0.023
```

***

Below is a 2-piece molecular cluster, C3H12N2O overall, with properties calculated with the ωB97M-V functional and the def2-TZVPD basis.

Structure (SMILES): CCNCN.O
2S+1: 1

Geometry as XYZ:
```
18
Properties=species:S:1:pos:R:3:lowdin_charge:R:1
C 1.3266 0.4492 -1.8736 -0.089
C 1.0161 0.4221 -0.3771 -0.297
N -0.1791 -0.3666 -0.1546 -0.110
C -0.2110 -1.0430 1.1292 -0.336
N -0.3224 -0.0825 2.1999 0.024
H 1.6199 -0.5500 -2.1956 0.074
H 2.0883 1.1628 -2.1408 0.067
H 0.3898 0.7158 -2.3741 0.078
H 1.8781 -0.0733 0.0873 0.109
H 0.8970 1.4295 -0.0065 0.107
H -0.4005 -0.9825 -0.9104 0.108
H 0.6480 -1.6989 1.1825 0.099
H -1.0587 -1.7265 1.1205 0.116
H -0.3314 -0.5458 3.0994 0.069
H 0.5075 0.4987 2.1880 0.059
O -2.7342 0.9895 -0.6387 -0.093
H -1.8186 0.8053 -0.3538 -0.009
H -3.3154 0.5963 0.0187 0.023
```

***

Below is C3H12N2O as an isolated structure, with properties calculated with the ωB97M-V functional and the def2-TZVPD basis.

2S+1: 1

Geometry as XYZ:
```
18
Properties=species:S:1:pos:R:3:lowdin_charge:R:1
C 1.1884 -1.8465 0.3381 -0.495
N 1.2734 -2.4425 -0.9497 -0.042
O 2.3944 -1.3136 0.8247 -0.113
H 3.1652 -1.2780 0.2395 0.070
H 1.6918 -1.8098 -1.6225 0.048
H 1.8164 -3.3064 -0.9376 0.052
H 0.7912 -2.5528 1.0708 0.076
H -0.0031 -0.8925 0.1413 0.137
C -1.5626 1.1476 -0.3673 -0.139
C -1.8076 2.4986 0.2588 -0.154
N -0.0429 0.4523 0.3275 0.021
H -0.1706 0.4974 1.3239 0.080
H 0.6815 0.6396 -0.3476 0.076
H -2.3266 0.4078 -0.1216 0.085
H -1.4472 1.1961 -1.4510 0.086
H -1.8191 2.4471 1.3530 0.068
H -1.0474 3.2274 -0.0470 0.071
H -2.7753 2.9282 -0.0334 0.071
```

***

Below is a 2-piece molecular cluster, C3H12N2O overall, with properties calculated with the ωB97M-V functional and the def2-TZVPD basis.

Structure (SMILES): NCCCN.O
2S+1: 1

Geometry as XYZ:
```
18
Properties=species:S:1:pos:R:3:lowdin_charge:R:1
N -0.8210 1.2792 -3.1575 -0.072
C -0.0851 1.1751 -1.6664 -0.229
C -1.0210 0.4554 -0.7101 -0.246
C -0.4552 0.6498 0.6890 -0.357
N -1.0505 -0.1813 1.6806 -0.015
H -1.8201 1.8445 -3.0214 0.109
H -0.2629 1.7907 -3.8277 0.005
H 0.7630 0.5067 -1.9055 0.096
H 0.2531 2.2699 -1.4274 0.130
H -1.2613 -0.6412 -0.9067 0.137
H -1.9609 0.9559 -0.8442 0.088
H 0.5668 0.4353 0.7624 0.087
H -0.4769 1.7384 0.7454 0.099
H -1.9188 -0.5998 1.4410 0.053
H -0.4247 -0.3054 2.5391 0.116
O 3.0089 -3.8279 3.4401 -0.111
H 3.9039 -4.2864 3.5336 0.068
H 3.0628 -3.2588 2.6356 0.043
```

***

Below is a 3-piece molecular cluster, C3H12N2O2 overall, with properties calculated with the ωB97M-V functional and the def2-TZVPD basis.

Structure (SMILES): CC/N=C\N.O.O
2S+1: 1

Geometry as XYZ:
```
19
Properties=species:S:1:pos:R:3:lowdin_charge:R:1
C 0.2265 2.1515 -0.1587 -0.100
C 0.3901 0.6701 0.1576 -0.308
N -0.8281 -0.0787 0.0266 0.003
C -0.8484 -1.3283 0.1697 -0.292
N 0.1659 -2.1544 0.6346 0.097
H -0.6614 2.5287 0.3300 0.064
H 0.0565 2.3070 -1.2282 0.066
H 1.0877 2.7438 0.1404 0.068
H 0.8213 0.5861 1.1625 0.110
H 1.1291 0.2239 -0.5235 0.104
H -1.7845 -1.8719 0.0373 0.114
H 1.0729 -1.9730 0.2637 0.040
H -0.0604 -3.1440 0.6524 0.089
O 3.2758 -1.1529 0.2683 -0.074
H 4.2249 -1.1822 0.4280 0.042
H 2.7934 -0.9786 1.1064 0.044
O -2.9876 1.7433 -1.0171 -0.091
H -2.7186 0.8677 -0.7093 -0.003
H -2.3341 2.0034 -1.6892 0.027
```

***

Number 1: molar mass 179.4 g mol⁻¹, energy -45083.0449 eV. Number 2: molar mass 467.2 g mol⁻¹, energy -95493.4229 eV. Number 3: molar mass 249.0 g mol⁻¹, energy -67601.6174 eV. Number 4: molar mass 295.0 g mol⁻¹, energy -23531.5192 eV. Number 5: molar mass 62.1 g mol⁻¹, energy -4787.8100 eV. Number 6: molar mass 76.1 g mol⁻¹, energy -6284.1986 eV. Number 7: molar mass 92.1 g mol⁻¹, energy -8330.9777 eV. Number 8: molar mass 92.1 g mol⁻¹, energy -8332.3821 eV. Number 9: molar mass 92.1 g mol⁻¹, energy -8333.0496 eV. Number 10: molar mass 92.1 g mol⁻¹, energy -8328.7727 eV. Number 11: molar mass 92.1 g mol⁻¹, energy -8331.2361 eV. Number 12: molar mass 108.1 g mol⁻¹, energy -10380.5988 eV.